Molecular formula: C87H222N10O29
Method: DFT, wB97M-V/def2-TZVPD

Geometry as XYZ:
```
348
Properties=species:S:1:pos:R:3:forces:R:3
C 2.556030 -4.516800 -0.442798 -0.276 -0.531 0.417
C 2.604932 -5.288082 -1.769938 -1.774 1.334 -0.080
C 1.843570 -4.475690 -2.910202 0.605 -1.059 0.175
O 3.927093 -5.477050 -2.107137 2.131 0.162 -0.418
H 2.816515 -3.465584 -0.566061 0.091 -0.070 -0.060
H 3.166830 -4.958980 0.344279 0.725 -0.051 -0.376
H 1.598613 -4.575463 0.074890 -0.563 0.180 -0.618
H 2.240264 -6.309378 -1.660015 -0.956 0.132 0.160
H 2.537577 -3.850932 -3.472459 0.355 0.305 0.368
H 1.022860 -3.831952 -2.593748 -0.028 -0.225 0.289
H 1.498698 -5.151750 -3.692571 -0.361 -0.197 0.136
H 4.054150 -5.435593 -3.057788 -0.168 -0.102 -0.115
C 0.545593 -1.590999 0.758403 1.257 -0.649 0.035
C -0.217767 -0.598537 -0.038888 -1.328 0.705 -0.424
C -0.480023 -0.970711 -1.491192 0.300 -0.422 0.200
O -1.495143 -0.493632 0.560116 -1.332 -0.547 -0.005
H 0.054279 -2.560593 0.677102 -0.137 -0.024 0.099
H 0.622935 -1.312568 1.809407 -0.248 0.091 0.114
H 1.578367 -1.735202 0.441113 0.095 0.109 -0.223
H 0.081440 0.442431 0.083469 1.408 -0.030 -0.597
H -1.001768 -1.924750 -1.566612 -0.032 -0.311 0.446
H 0.461298 -1.131933 -2.016581 -0.014 0.453 -0.316
H -1.174574 -0.283085 -1.973748 0.470 0.389 -0.115
H -1.311612 -0.170532 1.445281 -0.468 0.331 0.644
C 5.449472 -2.766729 0.951961 -0.899 -1.200 0.921
C 6.736278 -3.519984 1.249560 0.411 0.400 -1.524
C 6.729824 -5.004004 0.812098 -1.048 0.984 0.011
O 7.741796 -2.795307 0.591432 1.591 0.290 -0.184
H 4.734256 -3.227260 1.633482 -0.539 0.653 0.160
H 5.001599 -2.925561 -0.029004 0.557 -0.260 -0.266
H 5.535765 -1.688249 1.084430 0.131 -0.208 0.375
H 7.054577 -3.418659 2.287117 -0.599 -0.251 0.302
H 7.738461 -5.417220 0.814230 -0.258 -0.260 0.476
H 6.300318 -5.142199 -0.180143 0.289 0.455 -0.458
H 5.945967 -5.491749 1.391570 0.594 -0.596 0.595
H 7.816190 -3.076286 -0.323510 -0.127 0.008 -0.464
C 0.919947 -4.042849 8.559831 -0.595 -0.231 0.036
C -0.026864 -3.022972 7.856585 2.269 -2.306 0.761
C -0.468953 -1.969325 8.758153 -1.225 1.842 0.224
O 0.799143 -2.506523 6.833944 -0.756 1.290 -0.316
H 1.713638 -3.543357 9.115393 -0.002 0.279 -0.187
H 1.379978 -4.646509 7.777483 0.052 -0.151 0.093
H 0.439603 -4.716652 9.269301 -0.287 -0.030 -0.008
H -0.919231 -3.541931 7.506636 -0.009 -0.148 -0.535
H -1.060701 -1.294909 8.139203 -0.081 0.468 0.026
H 0.314340 -1.367190 9.218567 0.158 -0.275 0.065
H -1.188224 -2.316832 9.499763 0.327 -0.217 0.211
H 0.939051 -3.209591 6.195413 0.114 -0.522 -0.480
C 4.508797 4.090010 2.590679 -0.663 -0.969 0.033
C 3.346109 3.095953 2.831034 -0.106 1.910 1.360
C 2.410470 3.706194 3.917091 0.196 -0.588 -0.475
O 2.578181 2.881235 1.667329 0.294 -1.109 -0.452
H 5.154874 3.643265 1.834967 0.263 0.393 -0.030
H 5.031820 4.241646 3.534901 0.221 -0.057 -0.109
H 4.099100 5.048124 2.270907 0.087 -0.016 -0.102
H 3.748306 2.138516 3.162150 -0.033 -0.036 -0.111
H 1.691279 2.958247 4.250926 -0.032 0.156 0.110
H 1.870648 4.537994 3.464547 -0.038 -0.009 -0.083
H 2.925238 4.123835 4.782361 0.220 -0.275 0.030
H 1.944397 3.595903 1.571600 -0.281 0.874 0.018
C -0.969395 3.262775 -3.616040 -0.474 -0.493 -0.266
C -0.818413 2.521059 -4.988962 -0.640 1.558 0.392
C -1.695047 3.157219 -6.120875 0.023 -0.481 0.908
O 0.513781 2.634873 -5.340608 1.298 0.562 0.740
H -0.716161 4.321277 -3.675483 -0.253 0.072 -0.357
H -0.371358 2.903079 -2.778752 0.548 -0.563 -0.457
H -1.973325 3.128092 -3.213421 -0.372 0.347 -0.291
H -1.107575 1.476014 -4.877766 -0.170 -0.258 0.090
H -1.526559 4.224258 -6.266297 0.084 0.076 0.393
H -2.741193 2.969882 -5.878837 -0.112 0.213 -0.189
H -1.474781 2.700485 -7.085757 0.004 -0.237 0.080
H 0.647826 2.264927 -6.216256 0.022 -0.630 -0.666
C 3.632803 0.319800 -0.669163 0.934 1.516 -1.601
C 3.634699 1.687960 -1.470283 -0.729 0.331 1.453
C 2.268912 2.160691 -2.004250 0.769 -0.532 -0.081
O 4.152219 2.786282 -0.684344 0.795 -0.650 -0.856
H 3.131921 0.382606 0.296903 -0.286 -0.200 -0.309
H 4.683915 0.060022 -0.543495 0.103 0.097 0.488
H 3.306673 -0.424424 -1.395700 -0.747 -0.319 0.419
H 4.321785 1.577100 -2.309170 0.086 0.041 0.029
H 1.886022 1.480478 -2.765038 -0.239 -0.001 -0.023
H 2.442217 3.134887 -2.461415 -0.179 -0.007 -0.102
H 1.543102 2.274179 -1.199000 -0.041 -0.124 0.098
H 3.619456 2.905592 0.105290 -0.488 -0.266 0.431
C -8.581555 -1.126719 1.363631 -0.051 -0.471 -1.083
C -8.373862 0.236701 0.687438 -1.407 -0.143 0.226
C -7.362196 0.209542 -0.446223 0.337 -0.042 -0.277
O -9.700216 0.588063 0.195538 0.238 -0.505 -0.009
H -7.729603 -1.551041 1.894890 0.081 0.461 0.149
H -8.746966 -1.824532 0.542774 -0.029 -0.201 -0.140
H -9.501379 -1.196535 1.944266 0.217 0.472 0.277
H -8.178066 0.977019 1.463124 0.676 0.170 -0.084
H -7.486424 0.996113 -1.190528 -0.057 0.658 0.461
H -7.431632 -0.655415 -1.105874 -0.220 -0.530 0.481
H -6.342797 0.237024 -0.061300 0.083 0.035 -0.019
H -9.679742 1.453402 -0.219632 0.206 0.074 -0.014
C -4.965007 1.279787 -5.832153 0.782 -1.009 0.215
C -4.099226 0.728820 -4.650999 -1.337 1.130 -0.275
C -4.974187 0.182497 -3.529097 -0.154 -0.149 -0.417
O -3.157339 -0.256555 -5.056417 -0.077 1.355 -0.137
H -4.289341 1.530959 -6.649764 -0.146 0.104 -0.109
H -5.606522 2.131130 -5.604628 0.233 0.062 0.329
H -5.617933 0.469263 -6.155947 -0.076 -0.058 -0.221
H -3.592338 1.590934 -4.217484 0.610 -0.103 -0.117
H -5.842305 -0.382687 -3.868276 0.195 -0.526 -0.436
H -5.476841 0.957889 -2.950991 0.657 0.162 0.423
H -4.272825 -0.469434 -3.008350 -0.505 0.095 0.919
H -3.612208 -1.090994 -4.920749 -0.065 -1.125 -0.195
C -8.230649 -4.117431 -3.985145 -0.020 0.678 0.433
O -7.484125 -3.276273 -4.841901 0.936 -0.861 -0.796
C -6.428311 -4.020763 -5.526869 -0.449 1.695 -0.490
C -5.329417 -2.978042 -5.989113 -1.672 -0.345 1.688
N -4.375927 -2.832597 -4.895496 1.200 -1.350 -0.347
C -3.477575 -4.012372 -4.882459 0.042 0.972 1.001
C -2.672849 -4.066811 -3.587001 0.347 0.051 -0.444
O -3.420096 -4.668664 -2.553357 0.016 -0.531 -0.061
C -2.714984 -5.321691 -1.481353 -0.556 0.587 -0.727
H -9.015687 -3.484913 -3.570746 -0.087 -0.140 -0.006
H -7.601873 -4.447436 -3.158192 0.085 -0.231 0.131
H -8.681568 -4.995192 -4.448086 0.046 0.008 -0.380
H -6.844568 -4.543421 -6.388076 -0.203 -0.160 -0.003
H -6.026547 -4.741539 -4.814723 0.235 -0.097 -0.093
H -5.785373 -1.989526 -6.044264 -0.486 -0.157 -0.551
H -4.878863 -3.229416 -6.949284 0.251 -0.071 0.236
H -4.873230 -2.882186 -4.017809 -0.478 0.315 0.179
H -2.839122 -3.894199 -5.757960 0.234 -0.321 0.093
H -3.979595 -4.979865 -4.876351 -0.358 -0.110 -0.549
H -2.410106 -3.055166 -3.277772 0.476 0.152 -0.086
H -1.806390 -4.668689 -3.861040 0.483 0.014 0.485
H -2.440017 -4.618384 -0.695311 -0.146 0.152 0.132
H -1.788641 -5.798877 -1.801186 -0.085 -0.240 -0.319
H -3.457341 -6.039152 -1.131722 0.431 -0.128 0.340
C -3.233393 2.221148 -0.161588 -0.225 0.460 0.621
O -3.346784 3.550647 0.382359 -0.473 -0.530 -0.866
C -4.716356 3.903679 0.589265 -0.114 0.218 0.767
C -4.826029 5.409214 0.507482 0.756 -0.228 -1.182
N -4.559555 5.865775 -0.884953 -0.812 1.318 1.311
C -4.029531 7.255692 -0.770440 0.860 -0.844 -1.527
C -3.572653 7.754274 -2.128475 0.501 -0.022 -0.262
O -2.381919 7.042251 -2.566764 -1.099 1.021 -0.207
C -1.871827 7.631231 -3.778795 -0.190 -0.874 0.851
H -2.192831 1.897563 -0.136291 -0.119 0.122 0.139
H -3.606201 2.147440 -1.183201 -0.042 0.245 -0.205
H -3.852128 1.571887 0.457862 0.194 -0.432 0.055
H -5.034117 3.558891 1.573264 0.152 0.025 0.485
H -5.441825 3.404949 -0.053426 0.353 -0.029 -0.786
H -4.028505 5.821775 1.125424 0.043 0.003 0.550
H -5.775920 5.804480 0.867450 -0.109 -0.171 -0.088
H -3.842133 5.276753 -1.283019 0.309 0.039 0.018
H -3.133930 7.248828 -0.149183 0.091 0.184 0.452
H -4.729547 7.996225 -0.383541 -0.360 -0.437 0.174
H -3.375700 8.826299 -2.119955 0.426 0.239 0.421
H -4.394566 7.696927 -2.842112 -0.045 -0.645 -0.361
H -1.079064 6.953313 -4.095102 -0.010 0.207 -0.205
H -1.472098 8.629626 -3.601253 0.045 0.106 0.086
H -2.658601 7.685353 -4.531234 -0.010 -0.035 -0.167
C -1.841436 -1.986112 -8.097763 0.172 -0.296 0.299
O -0.826533 -1.102931 -8.571752 -0.269 -1.088 0.684
C -1.137008 0.248019 -8.348127 -0.175 0.656 -1.739
C 0.105562 1.067113 -8.748761 -1.959 0.838 0.623
N 0.914486 1.066471 -7.580064 2.558 -0.352 0.169
C 2.389503 1.162763 -7.946141 -2.181 -0.633 0.721
C 3.277061 1.151676 -6.757874 0.394 0.285 0.252
O 3.355892 -0.141306 -6.141533 0.261 1.059 -0.334
C 4.111106 -0.033585 -4.947738 -0.179 0.020 0.057
H -2.833085 -1.681305 -8.432149 -0.078 0.099 -0.148
H -1.864954 -2.094097 -7.013379 0.065 0.682 0.334
H -1.653739 -3.017743 -8.395429 0.289 0.200 -0.687
H -1.480157 0.494050 -7.343221 0.404 -0.286 0.444
H -1.983485 0.525842 -8.976138 -0.233 0.035 -0.352
H -0.219888 2.103447 -8.839297 -0.101 0.126 -0.900
H 0.623812 0.709281 -9.638404 -0.300 -0.169 -0.214
H 0.731894 0.133359 -7.239393 0.831 -0.086 0.696
H 2.552838 2.106348 -8.466783 -0.128 -0.119 -0.232
H 2.594313 0.291885 -8.568804 0.438 0.150 -0.395
H 3.025908 1.936051 -6.043892 -0.679 -0.177 0.391
H 4.209113 1.561296 -7.147233 0.932 -0.771 0.111
H 3.608872 0.611071 -4.226434 -0.210 0.069 0.093
H 5.083091 0.420219 -5.141132 0.273 -0.137 -0.064
H 4.228299 -1.020658 -4.500449 0.034 -0.045 -0.171
C -0.688815 -7.025119 1.567944 -0.687 0.793 0.816
O -0.395878 -6.187878 2.711060 -0.038 -1.800 -0.767
C -0.489372 -4.792402 2.538658 0.986 -0.726 0.303
C -0.244529 -4.257652 3.953909 -1.135 0.478 -1.030
N 1.056372 -4.440301 4.563129 0.626 -0.110 -0.337
C 2.228312 -3.889291 3.897003 0.767 1.409 -0.525
C 2.412594 -2.354289 4.034105 -0.283 -0.085 0.410
O 3.347099 -1.896416 3.094530 -0.403 -0.624 -0.892
C 3.619848 -0.532050 3.133881 1.284 0.385 -0.056
H -0.457584 -8.071462 1.767444 0.701 0.278 0.198
H -0.229222 -6.646987 0.654767 0.261 -0.106 -0.022
H -1.768940 -7.064955 1.427161 -0.296 0.379 -0.223
H -1.447643 -4.475013 2.127464 -0.264 0.091 0.208
H 0.295923 -4.491684 1.845125 0.110 0.318 -0.173
H -0.937369 -4.829574 4.571132 -0.211 0.325 0.150
H -0.582158 -3.224055 3.877799 0.264 0.223 0.663
H 1.238987 -5.431281 4.494497 -0.265 -0.381 0.540
H 2.286580 -4.067019 2.823165 -0.340 -0.178 -0.369
H 3.112103 -4.393099 4.288390 -0.004 0.069 0.256
H 2.746565 -2.054676 5.027486 -0.051 -0.175 0.371
H 1.471916 -1.833315 3.855755 -0.466 -0.039 0.056
H 2.823500 0.204930 3.030055 -0.863 -0.451 0.354
H 4.257672 -0.279423 2.286842 0.168 -0.345 -0.093
H 4.221727 -0.337417 4.021547 -0.128 0.434 0.346
C 6.279980 -3.251093 -2.634994 0.094 -0.122 -1.082
O 7.622036 -3.208977 -2.246352 1.429 -0.034 0.687
C 8.628689 -3.970271 -2.940557 -0.144 -0.100 0.131
C 8.887653 -3.606944 -4.385388 -0.060 1.070 0.442
N 9.227317 -2.192844 -4.520642 -0.189 -0.004 0.531
C 9.418914 -1.883250 -5.914747 -0.796 -0.442 0.047
C 9.668180 -0.402418 -6.134343 1.117 0.096 -1.118
O 10.117467 -0.094201 -7.487148 -1.997 0.450 1.154
C 11.414169 -0.438110 -7.751795 1.444 -0.463 0.042
H 5.717564 -2.540935 -2.028818 0.230 0.127 -0.112
H 5.779680 -4.213946 -2.531522 0.342 -0.224 0.165
H 6.284746 -2.967363 -3.687402 -0.728 0.186 -0.254
H 8.395712 -5.034169 -2.896429 -0.102 -0.197 0.156
H 9.569151 -3.788326 -2.420425 -0.260 0.041 0.397
H 8.035152 -3.914822 -4.990820 -0.160 -0.019 -0.458
H 9.795327 -4.092212 -4.744206 -0.211 -0.697 0.131
H 8.512745 -1.601474 -4.120925 -0.201 0.000 0.205
H 8.517697 -2.170948 -6.456163 -0.333 0.120 -0.522
H 10.138900 -2.637020 -6.233421 0.721 0.718 -0.496
H 10.396127 -0.016517 -5.420709 0.290 -0.111 0.097
H 8.760115 0.175758 -5.963382 -0.128 -0.148 -0.241
H 11.547163 -1.519621 -7.779224 0.116 -0.236 -0.221
H 12.119775 -0.066239 -7.008882 0.054 0.171 0.412
H 11.750775 0.002027 -8.690455 -0.375 -0.108 -0.168
C 1.153999 8.144466 11.889842 -0.506 1.914 -0.051
O 0.528765 7.271868 11.016297 0.558 -1.213 -0.209
C 1.064625 5.964282 11.246112 -1.043 0.013 -0.655
C 0.641588 5.027982 10.127536 0.582 0.558 -0.765
N 1.197257 5.490027 8.858626 1.165 -0.812 -0.920
C 0.851005 4.726928 7.575232 -0.654 2.249 2.652
C 1.506508 3.371530 7.532446 -0.366 0.616 -0.896
O 0.848980 2.634386 6.519046 -0.027 -1.230 -0.444
C 1.242840 1.232094 6.481812 0.030 1.190 0.677
H 2.190963 8.373385 11.644099 0.406 -0.617 0.076
H 1.023048 7.866385 12.935603 0.184 -0.149 0.136
H 0.671002 9.108548 11.730591 -0.240 0.103 0.277
H 0.644234 5.585644 12.177783 0.115 -0.076 0.301
H 2.151457 6.011406 11.314594 0.135 -0.024 -0.054
H -0.441470 4.968174 10.020294 -0.341 -0.333 0.557
H 1.101926 4.079075 10.402798 -0.361 -0.340 -0.153
H 1.041787 6.482987 8.758872 -0.148 -0.092 -0.158
H 1.147448 5.412856 6.781681 0.152 -0.396 -0.244
H -0.238682 4.717137 7.599668 -0.323 -0.767 -0.545
H 1.432151 2.888676 8.506825 0.191 -0.194 0.048
H 2.530510 3.576431 7.220142 0.442 -0.493 0.395
H 0.844373 0.783436 7.391779 0.018 -0.453 -0.105
H 2.329242 1.143769 6.485554 0.177 0.027 0.044
H 0.883225 0.725172 5.586375 -0.297 0.315 0.152
C -4.040772 -1.105221 10.390485 -0.111 -1.158 0.784
O -3.317697 0.036693 10.715511 0.949 0.048 -0.863
C -4.081663 1.235974 10.743240 -0.197 -2.251 0.424
C -3.196636 2.436036 10.692667 -1.129 0.744 -0.600
N -3.075405 2.988710 9.352965 0.558 0.554 0.015
C -2.390938 2.155937 8.367180 -0.748 1.051 0.057
C -2.712960 2.663782 6.948243 1.822 -0.891 0.685
O -3.669270 1.826704 6.351145 -0.946 0.613 0.501
C -4.055262 2.302810 5.092315 0.558 -0.199 -1.209
H -3.381849 -1.969325 10.305332 0.452 0.253 -0.025
H -4.625564 -1.119674 9.470740 -0.097 0.713 -0.210
H -4.682418 -1.375793 11.229038 -0.556 0.048 0.062
H -4.677219 1.150085 11.652110 -0.218 0.503 0.325
H -4.784103 1.177728 9.911806 -0.114 0.492 -0.288
H -2.214973 2.269127 11.136023 -0.071 -0.119 0.031
H -3.770271 3.144089 11.290763 0.513 0.555 0.132
H -3.947036 3.329629 8.973325 -0.183 -0.164 0.278
H -2.700214 1.116218 8.474128 0.265 -0.278 -0.305
H -1.325248 2.280354 8.559386 0.183 -0.375 -0.113
H -1.756602 2.609420 6.428125 0.180 -0.282 -0.568
H -2.901628 3.736732 6.912598 -0.848 0.128 0.257
H -3.984648 3.383127 4.965705 -0.123 0.246 0.414
H -5.050639 1.991133 4.775824 -0.106 -0.178 0.531
H -3.359616 1.889481 4.362014 0.071 0.003 -0.391
C -1.250325 7.196197 4.378268 -1.672 -0.377 -0.035
O -0.883966 6.975742 3.057965 1.563 -0.929 -1.833
C -0.912488 5.574294 2.645191 -0.079 0.693 -0.801
C -0.348071 5.290334 1.201527 0.873 0.967 1.630
N 1.137103 5.495652 1.151383 -1.591 -0.929 -0.211
C 1.592748 5.568503 -0.240476 1.253 0.920 0.634
C 3.067412 6.022907 -0.312653 0.077 -0.279 -0.848
O 3.270716 7.358445 0.109688 -1.009 0.169 0.121
C 4.608307 7.777212 0.096298 0.065 0.110 0.856
H -0.807162 6.520267 5.109585 0.514 0.071 0.034
H -2.320374 6.988717 4.386071 -0.473 -0.031 0.648
H -1.161245 8.250226 4.641262 0.505 -0.131 -0.108
H -1.949797 5.248428 2.568356 -0.279 -0.096 0.404
H -0.382691 4.996065 3.402207 0.054 -0.236 -0.002
H -0.841373 5.936973 0.475850 -0.234 0.138 -0.053
H -0.604975 4.261559 0.949093 0.004 -0.104 0.030
H 1.300277 6.331098 1.694987 0.424 0.398 -0.372
H 0.998373 6.233815 -0.866724 -0.239 0.368 0.071
H 1.504544 4.592337 -0.717366 0.170 -0.184 0.184
H 3.381256 5.957754 -1.354455 -0.042 -0.123 -0.371
H 3.747746 5.346904 0.205288 -0.154 -0.126 0.338
H 5.167816 7.164852 0.803453 0.446 -0.302 -0.214
H 4.657803 8.782518 0.514655 -0.274 0.098 -0.148
H 5.081602 7.806159 -0.885155 -0.098 -0.318 -0.210
C -0.648974 1.550997 3.441294 -0.485 -0.500 0.245
O -1.592390 0.503789 3.124755 0.075 1.130 -0.132
C -1.811769 -0.423338 4.198852 0.906 0.153 -0.533
C -3.149337 -1.112441 4.021947 0.616 0.175 -0.459
N -3.092446 -2.049776 2.864091 -1.610 0.627 -0.061
C -4.461959 -2.180750 2.261746 0.637 -0.416 -0.261
C -4.369376 -2.803443 0.860148 1.095 0.624 0.908
O -5.631994 -2.874893 0.319792 -2.063 -0.688 -0.036
C -5.759266 -3.594132 -0.876168 0.406 -0.205 -0.778
H 0.383650 1.202147 3.431002 0.110 -0.273 -0.062
H -0.874102 1.926829 4.439375 0.084 0.164 0.088
H -0.720846 2.379450 2.736602 -0.313 -0.228 -0.211
H -1.684803 0.091735 5.151053 -0.434 0.082 0.182
H -0.965412 -1.104290 4.109030 -0.082 -0.613 0.385
H -3.898803 -0.339369 3.852342 -0.130 0.218 -0.038
H -3.409632 -1.564534 4.979004 -0.013 -0.567 -0.178
H -2.640386 -1.540713 2.118036 0.794 0.119 -0.049
H -4.939863 -1.227467 2.035999 -0.161 0.441 0.703
H -5.064452 -2.782068 2.942578 -0.267 0.024 -0.193
H -3.810654 -3.730335 0.989783 -0.215 -0.541 -0.513
H -3.820734 -2.112778 0.219786 0.790 -0.021 0.002
H -6.765407 -3.632789 -1.293670 -0.363 0.372 0.823
H -5.431502 -4.630609 -0.796283 0.147 -0.129 0.279
H -5.178675 -3.161379 -1.690868 0.438 0.243 0.070
C -1.242473 -6.917596 -6.779243 0.296 -0.947 -0.927
O -0.054567 -7.260382 -6.047990 -0.782 0.599 0.388
C 1.073464 -7.696677 -6.775982 0.813 1.421 -1.920
C 1.664146 -6.552900 -7.697809 -0.517 -0.877 1.237
N 2.080194 -5.406632 -6.903412 -0.440 -1.105 -0.732
C 2.123049 -4.256890 -7.776109 0.758 0.543 2.050
C 2.033553 -3.012097 -6.860979 0.440 -0.683 -2.052
O 0.894477 -3.155438 -6.037638 0.393 0.796 0.299
C 0.615433 -1.911458 -5.375939 -0.554 -0.513 -0.660
H -1.470399 -7.735628 -7.462598 -0.084 -0.323 -0.100
H -1.219075 -6.049780 -7.438359 0.728 0.438 0.235
H -2.141075 -6.789594 -6.175735 0.553 -0.123 0.742
H 0.876262 -8.495962 -7.490384 -0.513 -0.469 0.237
H 1.850952 -8.024283 -6.085841 -0.321 0.066 0.259
H 0.893981 -6.263187 -8.412659 -0.486 0.048 -0.134
H 2.464676 -6.908976 -8.346237 0.332 -0.292 0.309
H 1.366664 -5.270861 -6.201593 -0.177 0.176 0.139
H 1.324130 -4.207891 -8.515997 -0.320 -0.111 -0.098
H 3.082666 -4.335021 -8.287142 0.023 0.574 -0.282
H 1.976562 -2.238438 -7.626680 -0.637 0.897 0.398
H 2.966285 -2.794277 -6.340719 -0.062 -0.313 0.535
H 0.506826 -1.177033 -6.174006 0.130 0.249 0.420
H 1.375680 -1.628674 -4.647825 0.194 0.022 -0.121
H -0.352402 -1.982005 -4.879528 0.027 -0.222 0.083
```
Positions in Å, forces in eV/Å.

The LUMO energy comes out at 0.46 eV. As for the gap between HOMO and LUMO: 8.91 eV. As for the HOMO energy: -8.452 eV. The relative energy (zero: lowest compared OMol25 entry of this formula, charge and spin) is 0.00 kcal/mol. Its net charge is 0.

These are the Löwdin partial charges, in e, on atoms 1 to 5:
1 C -0.05
2 C -0.45
3 C -0.01
4 O -0.06
5 H 0.07